(1)
The following is a quantum chemistry calculation of a structure of composition C4H9NO2 in a non-equilibrium geometry, from the Open Molecules 2025 dataset.

Results
LUMO energy: 0.88 eV
total energy: -362.947754 Ha
HOMO: -9.5 eV
gap between HOMO and LUMO: 0.38093 hartree
2S+1: 1
total charge: 0

```
16
Properties=species:S:1:pos:R:3:nbo_charge:R:1
C -1.091 -0.666 0.277 -0.15
C 1.024 1.574 1.082 -0.26
C -1.971 -0.729 -0.931 -0.65
C 1.205 -0.319 -0.444 0.73
O 0.607 0.920 -0.125 -0.56
O 2.519 -0.147 -0.737 -0.68
N 0.538 -1.363 -0.363 -0.53
H 2.827 -1.018 -1.026 0.49
H -1.277 0.210 0.892 0.20
H -1.157 -1.519 0.944 0.19
H 1.236 0.862 1.885 0.18
H 0.212 2.237 1.387 0.19
H 1.925 2.154 0.872 0.19
H -1.740 0.088 -1.619 0.22
H -1.837 -1.668 -1.468 0.22
H -3.019 -0.616 -0.625 0.21
```

=====

(2)
The following is a quantum chemistry calculation of a structure of composition C26H32N3O7V in a non-equilibrium geometry, from the Open Molecules 2025 dataset.

Results
LUMO energy (spin up / spin down): -2.21 / -2.16 eV
expectation value of S²: 1.1722
total energy: -2644.602324 Ha
HOMO (spin up / spin down): -9.2 / -8.5 eV
gap between HOMO and LUMO (spin up / spin down): 0.25706 / 0.23191 hartree
2S+1: 2
total charge: +1

```
69
Properties=species:S:1:pos:R:3:nbo_charge:R:1
V -1.075 0.511 1.095 1.30
C -2.999 0.198 -1.182 -0.09
C -3.402 -0.970 -0.311 -0.08
O -2.298 -1.326 0.536 -0.56
C -2.736 -2.087 1.667 -0.08
C -1.579 -2.245 2.615 -0.08
O -1.034 -0.949 2.852 -0.58
C -0.534 -0.723 4.172 -0.09
C 0.074 0.664 4.180 -0.08
O -0.694 1.595 3.445 -0.51
C -1.911 2.058 4.002 -0.09
C -3.099 1.213 3.577 -0.08
O -3.093 1.003 2.161 -0.58
C -3.972 1.814 1.370 -0.09
C -3.225 2.281 0.134 -0.09
O -2.402 1.252 -0.426 -0.55
H -3.869 0.564 -1.733 0.21
H -2.235 -0.107 -1.896 0.22
H -3.665 -1.819 -0.946 0.21
H -4.262 -0.729 0.318 0.18
H -3.094 -3.068 1.345 0.21
H -3.554 -1.548 2.152 0.19
H -0.805 -2.898 2.207 0.20
H -1.941 -2.686 3.547 0.21
H 0.238 -1.455 4.423 0.21
H -1.359 -0.834 4.882 0.18
H 1.036 0.641 3.667 0.22
H 0.239 0.991 5.212 0.20
H -2.033 3.079 3.635 0.21
H -1.860 2.095 5.096 0.20
H -4.033 1.689 3.883 0.20
H -3.066 0.225 4.035 0.19
H -4.306 2.692 1.929 0.21
H -4.856 1.222 1.118 0.19
H -2.510 3.061 0.395 0.24
H -3.918 2.659 -0.620 0.21
C 1.736 -3.535 -5.636 -0.26
O 1.367 -2.226 -5.234 -0.49
C 2.297 -1.491 -4.572 0.31
C 3.571 -1.941 -4.251 -0.31
C 4.439 -1.093 -3.571 -0.19
C 4.039 0.167 -3.169 0.08
C 2.772 0.629 -3.534 -0.23
C 1.914 -0.191 -4.232 -0.25
N 5.040 0.975 -2.511 -0.12
N 4.773 1.780 -1.606 -0.11
C 3.480 1.829 -0.969 0.03
C 2.915 3.068 -0.831 -0.17
C 1.644 3.264 -0.255 -0.28
C 0.941 2.187 0.226 0.32
O -0.245 2.228 0.819 -0.82
C 1.527 0.890 0.084 0.13
N 0.728 -0.145 0.529 -0.55
C 1.252 -1.359 0.533 -0.01
C 2.586 -1.617 0.174 -0.20
C 3.369 -0.606 -0.299 -0.15
C 2.818 0.694 -0.420 -0.09
H 0.867 -3.955 -6.134 0.20
H 1.996 -4.154 -4.775 0.18
H 2.575 -3.511 -6.335 0.18
H 3.908 -2.925 -4.540 0.23
H 5.446 -1.419 -3.338 0.23
H 2.469 1.638 -3.290 0.23
H 0.940 0.160 -4.546 0.22
H 3.467 3.917 -1.216 0.23
H 1.234 4.260 -0.157 0.23
H 0.598 -2.171 0.822 0.18
H 2.972 -2.623 0.263 0.22
H 4.400 -0.788 -0.566 0.24
```

=====

(3)
The following is a quantum chemistry calculation of the ion C3H9N2O with charge +1 in a non-equilibrium geometry, from the Open Molecules 2025 dataset.

Results
LUMO energy: -3.73 eV
total energy: -304.197912 Ha
HOMO: -14.0 eV
gap between HOMO and LUMO: 0.37717 hartree
2S+1: 1
total charge: +1
SMILES string: CNC(=O)C[NH3+]

```
15
Properties=species:S:1:pos:R:3:nbo_charge:R:1
N 1.351 -1.572 -0.991 -0.68
C 0.031 -1.010 -0.280 -0.32
C 0.271 0.445 -0.003 0.62
N -0.696 1.058 0.745 -0.59
C -1.981 0.510 1.176 -0.43
O 1.136 1.026 -0.644 -0.60
H 1.207 -2.511 -1.274 0.45
H 1.624 -0.946 -1.743 0.47
H 2.059 -1.359 -0.263 0.46
H -0.148 -1.635 0.616 0.25
H -0.919 -1.131 -0.885 0.27
H -0.441 1.982 1.047 0.43
H -1.925 -0.523 1.271 0.20
H -2.342 0.904 2.209 0.24
H -2.721 0.940 0.528 0.23
```

=====

(4)
The following is a quantum chemistry calculation of a cluster of 2 separate species, C2H5P in total in a non-equilibrium geometry, from the Open Molecules 2025 dataset.

Results
LUMO energy: 0.26 eV
total energy: -420.384987 Ha
HOMO: -8.9 eV
gap between HOMO and LUMO: 0.33791 hartree
2S+1: 1
total charge: 0

```
8
Properties=species:S:1:pos:R:3:nbo_charge:R:1
C -0.323 -0.336 0.555 -0.56
C 0.638 -0.060 -0.556 -0.72
P -0.637 1.208 -0.160 0.53
H -0.942 -1.182 0.770 0.24
H 0.616 -0.081 2.082 0.07
H 1.680 0.237 -0.244 0.24
H 0.766 -0.835 -1.325 0.25
H -1.799 1.049 -1.122 -0.04
```

=====

(5)
The following is a quantum chemistry calculation of a structure of composition C8H12F12MgN4P2 in a non-equilibrium geometry, from the Open Molecules 2025 dataset.

Results
LUMO energy: -5.36 eV
total energy: -2612.485808 Ha
HOMO: -10.9 eV
gap between HOMO and LUMO: 0.20181 hartree
2S+1: 1
total charge: 0

```
39
Properties=species:S:1:pos:R:3:nbo_charge:R:1
Mg -0.189 0.263 -0.256 1.89
P -2.171 -3.228 2.271 2.60
F -1.744 -1.844 1.549 -0.64
F -1.284 -2.908 3.578 -0.59
F -3.316 -2.374 3.045 -0.60
F -2.588 -4.612 2.953 -0.58
F -3.164 -3.459 1.020 -0.59
F -0.916 -3.941 1.483 -0.59
P 3.802 -2.299 -1.026 2.58
F 5.002 -3.459 -1.121 -0.58
F 4.706 -1.150 -0.226 -0.59
F 4.164 -1.663 -2.540 -0.58
F 2.433 -1.377 -0.876 -0.65
F 2.928 -3.501 -1.757 -0.59
F 3.285 -2.764 0.417 -0.59
C 4.362 0.940 3.262 -0.74
C 2.998 0.919 2.711 0.41
N 1.904 0.901 2.291 -0.47
H 4.815 -0.048 3.341 0.29
H 4.498 1.416 4.233 0.27
H 4.980 1.467 2.535 0.27
C -5.496 3.603 1.459 -0.70
C -4.254 2.836 0.959 0.36
N -3.286 2.250 0.579 -0.44
H -6.328 2.940 1.222 0.27
H -5.488 4.598 1.014 0.26
H -5.336 3.715 2.531 0.26
C 1.213 5.838 -1.695 -0.73
C 1.016 4.333 -1.742 0.38
N 0.802 3.166 -1.767 -0.45
H 2.248 6.141 -1.534 0.27
H 0.789 6.243 -0.776 0.27
H 0.859 6.349 -2.591 0.27
C -2.002 -3.605 -4.383 -0.72
C -1.641 -2.419 -3.532 0.41
N -1.397 -1.508 -2.860 -0.47
H -2.550 -3.289 -5.270 0.26
H -2.582 -4.358 -3.850 0.28
H -1.074 -4.109 -4.652 0.27
```

=====

(6)
The following is a quantum chemistry calculation of a cluster of 4 separate species, C12H36N3O4 in total in a non-equilibrium geometry, from the Open Molecules 2025 dataset.

Results
LUMO energy (spin up / spin down): -5.32 / -11.96 eV
expectation value of S²: 0.7545
total energy: -943.281938 Ha
HOMO (spin up / spin down): -15.0 / -15.0 eV
gap between HOMO and LUMO (spin up / spin down): 0.35507 / 0.11090 hartree
2S+1: 2
total charge: +2

```
55
Properties=species:S:1:pos:R:3:nbo_charge:R:1
O -0.758 -0.280 0.774 -0.83
H -0.598 -1.048 0.220 0.55
H -1.155 0.409 0.237 0.52
H 0.052 0.036 1.181 0.55
C 3.921 -0.304 2.419 -0.64
C 2.476 -0.699 1.976 -0.07
C 1.710 -1.434 3.087 -0.08
O 0.311 -1.481 2.694 -0.58
C -0.550 -2.112 3.589 -0.26
N 1.888 0.580 1.632 -0.87
H 4.379 0.117 1.523 0.21
H 4.462 -1.199 2.724 0.24
H 4.101 0.488 3.146 0.23
H 2.305 -1.293 1.077 0.19
H 1.720 -0.796 3.971 0.17
H 2.160 -2.364 3.434 0.21
H -1.463 -2.304 3.027 0.19
H -0.794 -1.406 4.383 0.18
H -0.304 -3.064 4.060 0.20
H 2.582 1.090 1.105 0.37
H 1.923 1.093 2.502 0.37
C -0.152 3.443 0.508 -0.66
C -0.805 2.900 -0.789 -0.07
C 0.304 2.321 -1.668 -0.12
O 1.388 3.233 -1.934 -0.05
C 1.096 4.438 -2.548 -0.33
N -1.788 1.895 -0.330 -0.82
H 0.042 2.694 1.276 0.25
H -0.741 4.217 0.999 0.26
H 0.852 3.855 0.403 0.23
H -1.385 3.625 -1.361 0.22
H -0.040 2.071 -2.671 0.26
H 0.660 1.428 -1.154 0.24
H 0.600 4.244 -3.499 0.28
H 1.894 5.174 -2.650 0.27
H 0.362 5.039 -2.011 0.28
H -2.441 1.801 -1.095 0.39
H -2.319 2.299 0.428 0.41
C -0.048 -3.001 -3.187 -0.64
C -0.628 -2.028 -2.140 -0.07
C -2.119 -2.194 -1.926 -0.07
O -2.565 -1.423 -0.847 -0.57
C -3.929 -1.640 -0.605 -0.25
N 0.142 -2.129 -0.945 -0.85
H 1.032 -2.901 -3.293 0.22
H -0.430 -2.911 -4.204 0.24
H -0.225 -4.048 -2.938 0.23
H -0.500 -1.020 -2.536 0.16
H -2.276 -3.255 -1.734 0.18
H -2.733 -1.977 -2.800 0.19
H -4.190 -2.698 -0.574 0.19
H -4.437 -1.267 -1.494 0.17
H -4.240 -1.134 0.309 0.20
H 0.131 -3.070 -0.579 0.39
H 1.118 -2.008 -1.175 0.38
```

=====

(7)
The following is a quantum chemistry calculation of the ion C3HO6 with charge -1 in a non-equilibrium geometry, from the Open Molecules 2025 dataset.

Results
LUMO energy: 3.83 eV
total energy: -566.293970 Ha
HOMO: -5.1 eV
gap between HOMO and LUMO: 0.32692 hartree
2S+1: 1
total charge: -1
SMILES string: O=C(O)C(=O)C1([O-])OO1

```
10
Properties=species:S:1:pos:R:3:nbo_charge:R:1
C -0.469 1.064 0.079 0.70
C -1.188 -0.295 0.167 0.38
C -2.623 -0.097 -0.201 0.61
O -0.922 2.145 0.377 -0.56
O 0.934 0.936 -0.101 -0.73
O -2.452 -0.075 -1.455 -0.71
O -3.343 0.806 0.517 -0.29
O -3.613 -0.622 0.525 -0.31
O -0.439 -1.269 -0.068 -0.61
H 1.104 -0.079 -0.245 0.50
```

=====

(8)
The following is a quantum chemistry calculation of a cluster of 5 separate species, C20H34Cl2F4N6O8P in total, from the Open Molecules 2025 dataset.

Results
LUMO energy: -5.20 eV
total energy: -3374.005932 Ha
HOMO: -10.4 eV
gap between HOMO and LUMO: 0.19164 hartree
2S+1: 1
total charge: +1

```
75
Properties=species:S:1:pos:R:3:lowdin_charge:R:1
O -7.450 1.327 0.259 0.12
C -7.328 0.706 -0.734 -0.76
Cl -7.881 -0.973 -0.850 0.76
C -6.725 1.261 -2.021 -0.07
C -6.067 0.245 -2.917 -0.08
C -4.773 -0.137 -2.624 -0.15
O -4.048 0.402 -1.631 0.12
C -4.152 -1.067 -3.492 -0.23
F -2.924 -1.437 -3.258 0.19
N -4.736 -1.581 -4.525 0.18
N -5.983 -1.224 -4.776 -0.15
P -6.732 -2.056 -6.328 0.69
O -5.626 -3.172 -6.530 -0.30
Cl -6.097 -0.563 -7.567 0.32
C -6.673 -0.356 -4.035 -0.14
C -8.103 -0.090 -4.444 -0.12
O -8.792 -1.298 -4.162 -0.01
C -10.135 -1.363 -4.452 -0.72
F -10.822 -1.551 -3.342 0.20
F -10.559 -0.237 -5.033 0.18
F -10.351 -2.376 -5.270 0.20
H -5.969 1.979 -1.693 0.15
H -7.505 1.831 -2.529 0.14
H -4.250 0.031 -0.758 0.16
H -4.731 -2.877 -6.761 0.07
H -8.509 0.749 -3.877 0.14
H -8.157 0.176 -5.506 0.12
C 1.115 2.953 -1.306 -0.01
C -0.303 3.178 -1.757 -0.54
O -0.667 4.157 -2.383 0.04
N -1.217 2.209 -1.431 0.00
C -1.008 0.969 -0.721 -0.09
H 1.722 3.792 -1.629 0.09
H 1.181 2.874 -0.222 0.08
H 1.525 2.039 -1.733 0.08
H -2.149 2.425 -1.746 0.12
H -1.280 0.117 -1.350 0.07
H -1.613 0.931 0.190 0.08
H 0.032 0.855 -0.430 0.07
C 3.216 0.307 1.904 -0.01
C 3.532 0.665 0.474 -0.54
O 3.613 1.825 0.092 0.01
N 3.717 -0.358 -0.404 0.01
C 3.710 -1.782 -0.130 -0.09
H 3.097 1.223 2.470 0.07
H 2.292 -0.274 1.959 0.08
H 4.018 -0.279 2.353 0.06
H 3.915 -0.053 -1.344 0.13
H 4.670 -2.230 -0.385 0.08
H 2.927 -2.281 -0.708 0.08
H 3.542 -1.952 0.927 0.05
C 7.532 -2.956 3.545 -0.01
C 6.066 -2.944 3.176 -0.53
O 5.598 -2.086 2.444 0.03
N 5.282 -3.922 3.699 0.01
C 5.667 -5.004 4.582 -0.08
H 8.006 -2.115 3.049 0.08
H 7.664 -2.859 4.622 0.09
H 8.012 -3.880 3.220 0.08
H 4.313 -3.851 3.431 0.14
H 5.457 -5.973 4.128 0.08
H 5.130 -4.943 5.530 0.08
H 6.730 -4.951 4.792 0.07
C 4.352 3.504 5.113 -0.01
C 5.185 2.272 4.841 -0.54
O 4.675 1.184 4.629 0.03
N 6.535 2.421 4.830 0.01
C 7.308 3.626 5.048 -0.08
H 3.306 3.213 5.084 0.08
H 4.578 3.924 6.093 0.08
H 4.530 4.271 4.359 0.09
H 7.032 1.567 4.631 0.14
H 7.910 3.868 4.171 0.08
H 7.975 3.514 5.904 0.08
H 6.645 4.463 5.243 0.07
```